{
  "formula": "C2H2S3",
  "method": "ωB97M-V/def2-TZVPD",
  "e_homo_ev": [-7.941, -7.488],
  "charge": 0,
  "e_above_lowest_kj_mol": 366.6,
  "orbital_gap_ha": [0.26302, 0.25284],
  "species": ["C", "C", "S", "S", "S", "H", "H"],
  "positions_angstrom": [[-1.384, 0.484, -0.582], [1.026, 0.299, 0.299], [-2.647, 0.444, 0.379], [1.891, 1.627, 0.350], [0.778, -1.308, 0.275], [-1.586, 0.437, -1.627], [1.922, -1.983, 0.908]],
  "mulliken_charge": [-0.29, 0.35, -0.13, -0.22, -0.15, 0.31, 0.13]
}